No. 1
Density functional theory data (ωB97M-V/def2-TZVPD) for a gas-phase ion, C5H7N2 (charge +1).

XYZ file:
```
14
Properties=species:S:1:pos:R:3:nbo_charge:R:1
C 0.19 -1.76 0.02 -0.090
C -1.01 -1.23 -0.03 -0.138
C 1.25 0.14 -0.10 0.274
C 2.53 0.15 0.13 -0.480
C -2.10 0.98 0.08 -0.023
N 0.13 0.87 -0.09 -0.437
N -1.04 0.25 0.02 -0.065
H 0.77 -2.64 -0.11 0.258
H -2.08 -1.48 -0.10 0.254
H 3.18 0.98 0.21 0.246
H 3.21 -0.65 0.19 0.259
H -2.17 2.08 -0.15 0.249
H -3.10 0.55 0.47 0.254
H 0.22 1.76 -0.55 0.439
```

net charge: +1
energy above the lowest of the compared OMol25 structures with the same formula, charge and spin: 701.57 kJ/mol
DFT total energy: -8265.506 eV
gap between HOMO and LUMO (spin up / spin down): 8.05 / 8.04 eV
E_HOMO (spin up / spin down): -13.35 / -13.35 eV
multiplicity: 1

=====

No. 2
Density functional theory data (ωB97M-V/def2-TZVPD) for 2 unconnected molecules or ions with the total composition C5H7N2.

XYZ file:
```
14
Properties=species:S:1:pos:R:3:nbo_charge:R:1
C -2.19 0.50 1.45 -0.287
C -2.07 1.11 0.21 0.114
C -1.16 -0.33 2.00 0.179
C 2.53 -1.10 -1.31 -0.366
C -0.02 -0.07 0.12 0.550
N -0.93 0.75 -0.45 -0.532
N -0.02 -0.55 1.30 -0.435
H -3.03 0.74 2.09 0.266
H -2.83 1.85 -0.09 0.276
H -1.30 -0.75 3.02 0.253
H 3.32 -0.61 -1.68 0.168
H 1.53 -1.05 -1.88 0.169
H 2.56 -1.58 -0.35 0.185
H -0.95 0.89 -1.47 0.461
```

net charge: +1
energy above the lowest of the compared OMol25 structures with the same formula, charge and spin: 595.96 kJ/mol
DFT total energy: -8266.601 eV
gap between HOMO and LUMO (spin up / spin down): 6.37 / 9.03 eV
E_HOMO (spin up / spin down): -12.44 / -14.55 eV
multiplicity: 1

=====

No. 3
Density functional theory data (ωB97M-V/def2-TZVPD) for a gas-phase ion, C5H7N2 (charge +1).

XYZ file:
```
14
Properties=species:S:1:pos:R:3:nbo_charge:R:1
C -1.47 0.35 1.12 -0.360
C -1.04 0.89 -0.09 0.129
C -0.69 -0.68 1.50 0.404
C 0.32 0.90 -0.63 -0.528
C 0.92 -0.51 -1.05 -0.286
N 1.31 -1.27 0.04 -0.029
N 0.55 -1.13 1.16 -0.367
H -2.47 0.50 1.52 0.282
H -1.85 1.16 -0.77 0.239
H 0.35 1.53 -1.52 0.273
H 1.02 1.29 0.12 0.264
H 0.22 -1.04 -1.71 0.255
H 1.83 -0.34 -1.62 0.273
H 1.00 -1.64 1.93 0.450
```

net charge: +1
energy above the lowest of the compared OMol25 structures with the same formula, charge and spin: 642.15 kJ/mol
DFT total energy: -8266.122 eV
gap between HOMO and LUMO (spin up / spin down): 7.91 / 8.02 eV
E_HOMO (spin up / spin down): -14.06 / -14.75 eV
multiplicity: 1

=====

No. 4
Density functional theory data (ωB97M-V/def2-TZVPD) for a gas-phase ion, C5H7N2 (charge +1).

XYZ file:
```
14
Properties=species:S:1:pos:R:3:nbo_charge:R:1
C -2.42 0.64 0.14 -0.692
C -1.44 -0.50 -0.02 0.387
N -0.93 -1.59 0.31 -0.270
C -0.06 -0.86 -0.66 -0.060
N 1.06 -0.32 -0.16 -0.202
C 1.73 -0.20 0.92 0.191
C 2.36 0.33 -0.25 -0.199
H -2.93 0.28 1.08 0.278
H -3.05 1.04 -0.66 0.299
H -1.67 1.51 0.26 0.263
H 0.00 -1.08 -1.78 0.246
H 1.84 -0.42 2.02 0.297
H 2.26 1.41 -0.66 0.236
H 3.23 -0.24 -0.53 0.228
```

net charge: +1
energy above the lowest of the compared OMol25 structures with the same formula, charge and spin: 628.76 kJ/mol
DFT total energy: -8266.261 eV
gap between HOMO and LUMO: 8.88 eV
E_HOMO: -13.90 eV
multiplicity: 1

=====

No. 5
Density functional theory data (ωB97M-V/def2-TZVPD) for a gas-phase ion, C5H7N2O (charge +1).

XYZ file:
```
15
Properties=species:S:1:pos:R:3:nbo_charge:R:1
O 0.49 0.78 -2.08 -0.469
C 1.43 0.32 -1.53 0.427
C 1.57 -0.31 -0.12 -0.325
N 0.28 -0.17 0.48 -0.290
C -0.34 0.74 1.30 -0.035
C -1.66 0.67 1.09 -0.050
N -1.91 -0.43 0.25 -0.447
C -0.73 -0.86 -0.12 0.285
H 2.36 0.18 -2.14 0.138
H 2.29 0.21 0.50 0.271
H 1.68 -1.42 -0.37 0.263
H 0.35 1.40 1.88 0.267
H -2.39 1.21 1.63 0.262
H -2.84 -0.79 0.11 0.467
H -0.58 -1.54 -0.89 0.237
```

net charge: +1
energy above the lowest of the compared OMol25 structures with the same formula, charge and spin: 8.07 kJ/mol
DFT total energy: -10318.547 eV
gap between HOMO and LUMO: 10.85 eV
E_HOMO: -14.35 eV
multiplicity: 1

=====

No. 6
Density functional theory data (ωB97M-V/def2-TZVPD) for a gas-phase ion, C5H7N2O (charge +1).

XYZ file:
```
15
Properties=species:S:1:pos:R:3:mulliken_spin:R:1
C 1.17 -1.22 0.34 -0.025
C 2.36 -0.96 -0.14 0.950
C 1.39 1.05 -0.17 0.032
C -2.50 -0.69 -0.57 0.820
C -0.91 0.58 0.61 0.007
N 0.45 0.26 0.33 0.062
N 2.49 0.37 -0.45 -0.014
O -1.69 0.30 -0.55 0.137
H 1.27 2.10 -0.33 0.001
H -2.99 -0.88 -1.52 0.020
H -2.72 -1.28 0.31 0.010
H 0.62 -2.05 0.69 0.005
H -1.01 1.65 0.81 0.007
H -1.28 0.00 1.46 0.001
H 3.34 0.77 -0.82 -0.014
```

net charge: +1
energy above the lowest of the compared OMol25 structures with the same formula, charge and spin: 8.51 kJ/mol
DFT total energy: -10313.608 eV
expectation value of S²: 2.0136
gap between HOMO and LUMO (spin up / spin down): 6.60 / 8.41 eV
E_HOMO (spin up / spin down): -10.50 / -15.40 eV
multiplicity: 3

=====

No. 7
Density functional theory data (ωB97M-V/def2-TZVPD) for C5H7N3 in the gas phase.

XYZ file:
```
15
Properties=species:S:1:pos:R:3:nbo_charge:R:1
H 2.40 -1.46 0.56 0.330
N 1.69 -1.28 -0.12 -0.645
C 0.98 -0.13 0.26 0.276
C 0.90 0.65 1.55 -0.694
C -0.25 0.00 -0.54 0.239
N -1.24 0.86 -0.20 -0.431
C -2.27 0.46 -1.00 -0.111
C -1.87 -0.53 -1.88 -0.094
N -0.58 -0.87 -1.55 -0.494
H 1.04 1.73 1.19 0.251
H 1.52 0.28 2.39 0.230
H -0.16 0.46 1.85 0.262
H -3.08 1.13 -0.90 0.215
H -2.50 -1.25 -2.50 0.221
H -0.09 -1.52 -2.14 0.445
```

net charge: 0
energy above the lowest of the compared OMol25 structures with the same formula, charge and spin: 195.63 kJ/mol
DFT total energy: -9767.360 eV
gap between HOMO and LUMO: 8.85 eV
E_HOMO: -8.50 eV
multiplicity: 1

=====

No. 8
Density functional theory data (ωB97M-V/def2-TZVPD) for C5H7N3 in the gas phase.

XYZ file:
```
15
Properties=species:S:1:pos:R:3:nbo_charge:R:1
H 3.68 -0.25 -0.57 0.380
N 2.76 -0.50 -0.20 -0.715
C 1.82 0.35 -0.21 0.325
N 0.52 0.09 -0.09 -0.444
C 0.10 -1.31 0.29 -0.486
C -0.41 1.04 -0.03 0.117
C -1.80 1.02 0.14 -0.473
C -2.79 0.04 -0.01 0.254
N -3.23 -1.11 -0.46 -0.335
H 1.79 1.50 0.06 0.140
H 0.89 -2.13 0.12 0.265
H -0.04 -1.50 1.52 0.227
H -0.93 -1.53 -0.41 0.260
H -0.11 2.17 -0.32 0.236
H -2.28 2.12 0.17 0.248
```

net charge: 0
energy above the lowest of the compared OMol25 structures with the same formula, charge and spin: 537.09 kJ/mol
DFT total energy: -9763.821 eV
gap between HOMO and LUMO: 8.66 eV
E_HOMO: -8.72 eV
multiplicity: 1

=====

No. 9
Density functional theory data (ωB97M-V/def2-TZVPD) for C5H7N3 in the gas phase.

XYZ file:
```
15
Properties=species:S:1:pos:R:3:nbo_charge:R:1
C 0.50 -1.39 0.86 -0.446
N 0.75 -0.21 0.05 -0.381
C 0.11 1.00 0.30 0.381
N -0.08 1.58 1.52 -0.812
C -0.22 1.34 -0.98 -0.433
C 0.20 0.03 -1.52 -0.128
C -0.81 -0.95 -1.73 0.259
N -1.59 -1.79 -1.85 -0.320
H 1.20 -1.41 1.69 0.209
H -0.53 -1.45 1.24 0.188
H 0.68 -2.27 0.25 0.228
H -0.83 2.23 1.61 0.403
H 0.13 1.02 2.34 0.394
H -0.46 2.26 -1.48 0.223
H 0.96 0.00 -2.31 0.235
```

net charge: 0
energy above the lowest of the compared OMol25 structures with the same formula, charge and spin: 286.91 kJ/mol
DFT total energy: -9766.414 eV
gap between HOMO and LUMO: 8.88 eV
E_HOMO: -8.05 eV
multiplicity: 1

=====

No. 10
Density functional theory data (ωB97M-V/def2-TZVPD) for C5H7N3 in the gas phase.

XYZ file:
```
15
Properties=species:S:1:pos:R:3:nbo_charge:R:1
H 0.51 1.77 0.58 0.366
N 1.53 1.54 0.43 -0.573
C 1.64 0.44 -0.13 0.258
C 2.82 -0.27 -0.28 0.215
N 3.96 -0.76 0.08 -0.216
N 0.47 -0.38 -0.28 -0.597
C -0.87 -0.02 -0.04 0.208
C -1.10 1.37 -0.21 -0.542
C -1.62 -1.31 0.18 -0.695
H 0.68 -1.30 -0.24 0.385
H -2.03 1.74 -0.64 0.227
H -0.18 1.99 -0.47 0.209
H -2.75 -0.89 0.69 0.240
H -1.25 -1.94 1.13 0.254
H -1.80 -1.99 -0.79 0.261
```

net charge: 0
energy above the lowest of the compared OMol25 structures with the same formula, charge and spin: 569.66 kJ/mol
DFT total energy: -9763.484 eV
gap between HOMO and LUMO: 8.71 eV
E_HOMO: -9.03 eV
multiplicity: 1